# 1
Computed, not measured: a cluster of 2 separate species, C21H20NO6S3 in total at a distorted geometry, with wB97M-V/def2-TZVPD.

The geometry in ORCA input format:
```
! RIJCOSX wB97M-V def2-TZVPD def2/J DEFGRID3
* xyz -1 1
C 6.02 0.61 -1.55
C 5.17 -0.49 -1.38
C 3.93 -0.34 -0.77
C 3.53 0.93 -0.32
S 2.01 1.13 0.60
C 0.73 1.38 -0.59
C 0.73 2.47 -1.42
C 0.15 2.42 -2.75
C -0.09 1.17 -3.37
C -0.65 1.09 -4.64
C -1.00 2.27 -5.33
C -0.73 3.51 -4.74
C -0.15 3.59 -3.48
S -0.82 0.48 -0.37
C -1.04 0.45 1.42
C -1.13 -0.78 2.07
C -1.19 -0.79 3.46
C -1.17 0.41 4.18
C -1.09 1.63 3.50
C -1.05 1.65 2.11
O -1.91 1.25 -0.94
O -0.57 -0.87 -0.83
O 1.76 -0.16 1.20
O 2.12 2.33 1.38
C 4.36 2.03 -0.50
C 5.61 1.87 -1.10
H 6.99 0.50 -2.04
H 5.48 -1.47 -1.73
H 3.27 -1.19 -0.63
H 1.40 3.29 -1.19
H 0.18 0.24 -2.86
H -0.86 0.11 -5.08
H -1.52 2.22 -6.29
H -0.99 4.43 -5.26
H 0.03 4.54 -2.98
H -1.11 -1.70 1.49
H -1.24 -1.76 3.98
H -1.20 0.39 5.28
H -1.04 2.58 4.04
H -1.01 2.59 1.55
H 4.03 3.01 -0.13
H 6.25 2.74 -1.22
C -1.86 5.71 1.52
S -1.13 5.34 -0.08
N -0.80 3.77 -0.15
O -2.14 5.76 -1.05
O 0.13 6.07 -0.08
H -2.15 6.77 1.52
H -2.76 5.11 1.69
H -1.15 5.55 2.33
H -1.59 3.28 -0.60
*
```

## Properties
total energy = -68381.248 eV
E_HOMO = -5.2 eV



# 2
Computed, not measured: an isolated molecule of C21H20O6 at a distorted geometry, with wB97M-V/def2-TZVPD.

The geometry in ORCA input format:
```
! RIJCOSX wB97M-V def2-TZVPD def2/J DEFGRID3
* xyz 0 1
C -6.15 -2.21 -0.58
C -6.47 -1.32 0.62
C -7.15 0.00 0.23
C -6.26 0.92 -0.60
O -5.11 1.34 0.15
C -3.95 0.81 -0.18
O -3.73 0.08 -1.10
O -3.04 1.29 0.69
C -1.71 0.91 0.68
C -0.83 1.83 1.27
C 0.50 1.53 1.35
C 1.01 0.33 0.84
C 2.44 0.02 0.95
O 3.24 0.74 1.52
C 2.79 -1.27 0.33
O 4.06 -1.76 0.39
C 5.11 -0.88 0.19
C 6.29 -1.13 0.88
C 7.38 -0.32 0.66
C 7.31 0.74 -0.24
C 6.13 0.99 -0.94
C 6.03 2.13 -1.90
C 5.04 0.16 -0.72
C 1.83 -2.06 -0.20
O 0.52 -1.77 -0.24
C 0.11 -0.58 0.26
C -1.25 -0.29 0.18
H -5.79 -3.18 -0.24
H -5.37 -1.76 -1.20
H -7.03 -2.36 -1.19
H -7.14 -1.86 1.29
H -5.56 -1.11 1.17
H -7.44 0.52 1.14
H -8.05 -0.21 -0.35
H -6.80 1.84 -0.84
H -5.93 0.44 -1.52
H -1.23 2.75 1.65
H 1.21 2.21 1.80
H 6.32 -1.95 1.58
H 8.30 -0.51 1.19
H 8.17 1.37 -0.39
H 5.52 1.83 -2.81
H 7.02 2.51 -2.15
H 5.46 2.94 -1.44
H 4.12 0.34 -1.27
H 2.05 -3.03 -0.62
H -1.91 -1.01 -0.28
*
```

## Properties
total energy = -34386.431 eV
E_HOMO = -8.3 eV



# 3
Computed, not measured: a structure of composition C21H21AlCl4F11KLi2N2O7PS at a distorted geometry, with wB97M-V/def2-TZVPD.

The geometry in ORCA input format:
```
! RIJCOSX wB97M-V def2-TZVPD def2/J DEFGRID3
* xyz -1 1
N -1.54 3.93 1.74
C -2.26 2.74 2.17
C -3.37 2.81 3.14
C -4.14 1.62 3.55
S -5.54 1.68 4.71
O -5.15 2.08 6.05
O -6.26 0.42 4.67
F -6.50 2.89 4.11
C -3.83 0.28 3.01
C -2.74 0.15 2.05
C -1.94 1.34 1.60
C -0.81 1.03 0.53
O 0.36 1.53 0.59
C -1.24 0.03 -0.57
C -0.87 0.27 -1.97
C -1.34 -0.70 -2.95
Cl -0.97 -0.46 -4.71
C -2.14 -1.88 -2.52
C -2.51 -2.12 -1.11
C -2.05 -1.15 -0.12
C -2.39 -1.23 1.40
O -2.35 -2.27 2.03
H -1.17 4.48 2.52
H -0.86 3.73 1.03
H -3.62 3.82 3.53
H -4.42 -0.63 3.31
H -0.26 1.16 -2.25
H -2.48 -2.56 -3.34
H -3.13 -3.02 -0.83
K -0.29 3.88 -0.41
F -4.36 4.80 -3.96
Al -4.89 3.67 -2.73
F -5.31 2.15 -3.48
F -6.27 4.32 -1.89
F -3.58 3.42 -1.59
Li -4.73 -3.95 -0.10
C 4.34 6.96 -1.26
C 3.52 5.90 -1.89
N 2.88 5.08 -2.37
H 4.34 6.84 -0.18
H 5.37 6.89 -1.63
H 3.94 7.94 -1.52
Cl 0.88 -2.29 0.04
C 1.40 -3.27 1.44
C 2.01 -2.41 2.54
Cl 3.60 -1.66 2.07
H 2.10 -4.02 1.09
H 0.52 -3.79 1.81
H 2.20 -3.02 3.42
H 1.34 -1.59 2.82
Cl 3.47 -2.74 0.01
C 5.29 0.59 -0.63
C 6.31 1.11 0.40
O 6.05 0.84 1.61
O 7.28 1.74 -0.08
H 4.47 0.05 -0.14
H 4.87 1.43 -1.19
H 5.78 -0.09 -1.32
Li 1.17 1.04 -4.58
F 0.51 -7.38 -0.60
P -0.71 -6.88 0.35
F -1.15 -6.68 1.90
F -2.29 -7.17 0.04
F -1.08 -5.84 -0.85
F 0.30 -5.73 0.89
F -0.59 -8.46 0.69
C 4.45 -1.83 -3.70
O 4.99 -1.86 -2.39
H 5.01 -1.10 -4.29
H 4.55 -2.81 -4.17
H 3.39 -1.53 -3.66
H 4.47 -2.52 -1.89
*
```

## Properties
total energy = -162870.034 eV
E_HOMO = -3.7 eV



# 4
Computed, not measured: a structure of composition C21H21AsBCl2F4NO7S4Tc at a distorted geometry, with wB97M-V/def2-TZVPD.

The geometry in ORCA input format:
```
! RIJCOSX wB97M-V def2-TZVPD def2/J DEFGRID3
* xyz 0 4
Tc -15.40 -0.85 -8.34
C -20.03 -3.98 -6.76
C -19.63 -4.52 -8.12
S -18.55 -3.43 -9.05
C -16.98 -4.38 -9.09
C -16.29 -4.49 -7.76
S -15.65 -2.92 -7.05
C -16.49 -2.63 -5.46
C -18.01 -2.55 -5.44
S -18.80 -4.22 -5.43
H -20.95 -4.50 -6.46
H -20.29 -2.91 -6.83
H -20.52 -4.72 -8.72
H -19.14 -5.49 -8.05
H -16.34 -3.92 -9.83
H -17.18 -5.40 -9.44
H -15.40 -5.11 -7.87
H -16.95 -4.91 -7.02
H -16.03 -1.68 -5.21
H -16.18 -3.40 -4.75
H -18.43 -2.01 -6.29
H -18.26 -2.02 -4.49
Cl -17.35 1.20 -4.30
C -18.12 1.01 -5.86
C -19.49 1.35 -6.02
C -20.13 1.12 -7.20
Cl -21.81 1.59 -7.37
C -19.42 0.55 -8.29
C -19.93 0.35 -9.61
C -19.13 -0.19 -10.57
C -17.80 -0.57 -10.27
N -17.34 -0.38 -9.06
C -18.07 0.22 -8.09
C -17.39 0.47 -6.88
O -16.11 0.15 -6.79
H -20.03 1.75 -5.18
H -20.94 0.66 -9.85
H -19.48 -0.32 -11.57
H -17.14 -0.95 -11.04
O -15.10 0.22 -11.86
As -13.92 0.87 -10.73
O -13.61 2.39 -11.13
O -14.83 0.74 -9.21
C -12.45 -0.33 -10.51
C -11.30 0.40 -10.50
C -10.08 -0.21 -10.15
C -10.04 -1.54 -9.86
C -11.21 -2.32 -9.98
C -12.40 -1.72 -10.28
S -13.79 -2.79 -10.48
O -13.49 -3.96 -9.69
O -14.11 -3.00 -11.86
O -14.95 -2.03 -9.88
H -15.15 0.91 -12.52
H -11.30 1.45 -10.75
H -9.20 0.38 -10.12
H -9.10 -1.99 -9.56
H -11.21 -3.40 -9.83
F -11.45 -0.44 -6.66
B -12.59 -0.71 -6.03
F -12.72 -1.90 -5.46
F -13.25 0.32 -5.52
F -13.64 -1.04 -7.52
*
```

## Properties
⟨S²⟩ = 3.769
total energy = -180917.322 eV
E_HOMO (alpha / beta) = -8.9 / -9.0 eV



# 5
Computed, not measured: a structure of composition C21H21BN6Sc, with wB97M-V/def2-TZVPD.

The geometry in ORCA input format:
```
! RIJCOSX wB97M-V def2-TZVPD def2/J DEFGRID3
* xyz 1 1
Sc 0.34 -1.58 0.19
C 4.21 1.93 3.56
C 3.10 1.56 2.62
C 1.76 1.78 2.96
C 0.73 1.40 2.13
C 0.98 0.81 0.88
N -0.04 0.34 0.03
C -1.10 1.15 -0.40
C -1.16 2.52 -0.14
C -2.23 3.28 -0.56
C -3.30 2.72 -1.25
C -4.48 3.54 -1.69
C -3.23 1.36 -1.52
C -2.14 0.59 -1.15
N -2.13 -0.78 -1.57
C -2.84 -1.31 -2.58
C -2.68 -2.68 -2.56
C -1.83 -2.92 -1.49
N -1.49 -1.77 -0.89
C 2.33 0.58 0.56
C 3.36 0.94 1.42
N 2.68 -0.05 -0.68
C 3.59 0.32 -1.59
C 3.67 -0.69 -2.54
C 2.77 -1.65 -2.12
N 2.16 -1.27 -0.99
H 3.94 2.81 4.15
H 5.13 2.14 3.03
H 4.40 1.11 4.26
H 1.53 2.24 3.91
H -0.30 1.57 2.42
H -0.35 2.99 0.39
H -2.24 4.34 -0.34
H -4.55 4.46 -1.11
H -5.41 2.99 -1.56
H -4.39 3.81 -2.74
H -4.07 0.90 -2.03
H -3.41 -0.69 -3.25
H -3.12 -3.40 -3.23
H -1.47 -3.86 -1.10
H 4.38 0.71 1.13
H 4.11 1.26 -1.50
H 4.30 -0.71 -3.41
H 2.52 -2.60 -2.57
B -0.85 -5.53 2.29
C -0.34 -4.12 1.90
N 0.03 -3.05 1.61
H -1.73 -5.34 3.09
H 0.10 -6.12 2.75
H -1.25 -6.01 1.26
*
```

## Properties
total energy = -52431.347 eV
E_HOMO = -11.0 eV



# 6
Computed, not measured: a structure of composition C21H21CrN11OS, with wB97M-V/def2-TZVPD.

The geometry in ORCA input format:
```
! RIJCOSX wB97M-V def2-TZVPD def2/J DEFGRID3
* xyz 2 5
Cr 0.15 -1.97 -2.54
N 0.03 -4.08 -3.20
N -1.31 -4.54 -3.19
C -2.29 -3.66 -3.55
N -3.48 -4.16 -3.80
S -2.00 -1.99 -3.66
H 0.38 -4.11 -4.16
H 0.59 -4.73 -2.66
H -1.44 -5.52 -3.37
H -3.68 -5.15 -3.78
H -4.24 -3.53 -4.01
C 1.52 3.49 -2.27
N 1.06 2.15 -2.68
C 1.16 1.00 -2.03
N 0.49 0.06 -2.70
C -0.01 0.74 -3.79
N 0.31 2.00 -3.80
C 0.55 4.12 -1.31
C -0.12 5.30 -1.61
C -1.01 5.84 -0.69
C -1.26 5.21 0.52
C -0.59 4.03 0.82
C 0.32 3.51 -0.09
C -0.84 3.29 2.06
N -1.65 3.53 3.03
N -1.52 2.48 3.92
C -0.64 1.68 3.42
O -0.16 2.13 2.23
C -0.16 0.39 3.90
C -0.63 -0.13 5.10
C -0.19 -1.37 5.52
C 0.72 -2.10 4.75
C 1.19 -1.57 3.56
C 2.17 -2.34 2.71
N 1.60 -2.63 1.38
C 1.76 -1.98 0.24
N 0.98 -2.52 -0.70
C 0.33 -3.52 -0.02
N 0.69 -3.61 1.23
C 0.76 -0.32 3.15
H 1.62 4.06 -3.19
H 2.51 3.37 -1.82
H 1.70 0.87 -1.11
H -0.61 0.29 -4.56
H 0.04 5.79 -2.56
H -1.53 6.76 -0.93
H -1.96 5.63 1.24
H 0.86 2.60 0.18
H -1.35 0.43 5.69
H -0.55 -1.79 6.46
H 1.05 -3.08 5.09
H 2.40 -3.30 3.16
H 3.10 -1.80 2.55
H 2.48 -1.19 0.09
H -0.41 -4.18 -0.44
H 1.13 0.11 2.23
*
```

## Properties
⟨S²⟩ = 6.015
total energy = -79800.221 eV
E_HOMO (alpha / beta) = -13.0 / -13.0 eV



# 7
Computed, not measured: a structure of composition C21H21EuN5O4 at a distorted geometry, with wB97M-V/def2-TZVPD.

The geometry in ORCA input format:
```
! RIJCOSX wB97M-V def2-TZVPD def2/J DEFGRID3
* xyz 1 7
Eu -0.08 -0.66 0.11
O -0.46 -2.83 0.75
C -0.18 -2.87 -0.47
O 0.89 -2.40 -0.92
C -1.38 -2.97 -1.40
C -2.07 -4.09 -1.83
C -3.27 -3.90 -2.50
C -3.72 -2.61 -2.72
C -2.94 -1.54 -2.29
N -1.79 -1.71 -1.63
H -1.69 -5.08 -1.62
H -3.86 -4.75 -2.82
H -4.66 -2.42 -3.22
H -3.25 -0.52 -2.44
O 0.36 -0.86 2.56
C 1.10 0.00 3.44
C 2.60 -0.03 3.12
C 2.87 0.27 1.63
C 2.24 1.57 1.22
C 2.83 2.79 1.54
C 2.17 3.96 1.20
C 0.96 3.88 0.54
C 0.44 2.63 0.26
N 1.05 1.49 0.60
H 0.24 -1.72 3.00
H 0.92 -0.27 4.48
H 0.70 1.01 3.29
H 3.01 -1.01 3.36
H 3.10 0.72 3.74
H 2.45 -0.56 1.00
H 3.95 0.31 1.46
H 3.78 2.80 2.05
H 2.59 4.92 1.45
H 0.41 4.76 0.25
H -0.52 2.53 -0.26
C 1.73 -0.99 -3.67
C 0.83 0.07 -3.14
C 0.17 0.97 -4.12
O 0.62 0.19 -1.93
H 1.96 -0.85 -4.72
H 1.24 -1.95 -3.53
H 2.65 -1.04 -3.09
H -0.42 0.38 -4.82
H 0.93 1.49 -4.71
H -0.47 1.69 -3.61
N -2.01 0.20 0.74
C -2.32 0.69 1.77
C -2.66 1.29 2.92
C -3.09 2.63 2.92
N -3.41 3.73 2.89
C -2.43 0.60 4.12
N -2.16 0.03 5.08
*
```

## Properties
⟨S²⟩ = 12.012
total energy = -57082.418 eV
E_HOMO (alpha / beta) = -10.8 / -10.8 eV



# 8
Computed, not measured: a structure of composition C21H21F4N4O3PdS at a distorted geometry, with wB97M-V/def2-TZVPD.

The geometry in ORCA input format:
```
! RIJCOSX wB97M-V def2-TZVPD def2/J DEFGRID3
* xyz -1 1
Pd -0.82 1.37 -0.43
N 3.38 -2.44 4.87
C 2.18 -2.25 4.17
C 2.13 -2.43 2.79
C 0.94 -2.29 2.10
C -0.22 -1.96 2.79
C -0.19 -1.79 4.16
C 1.00 -1.94 4.85
S -1.73 -1.76 1.88
O -2.82 -1.98 2.81
O -1.63 -2.63 0.74
N -1.70 -0.26 1.31
C -2.02 0.80 2.06
N -2.25 1.91 1.29
C -2.61 3.03 1.90
C -2.75 3.10 3.27
C -2.42 1.95 3.97
N -2.05 0.82 3.40
H 4.21 -2.28 4.32
H 3.42 -1.97 5.76
H 3.04 -2.68 2.25
H 0.90 -2.43 1.03
H -1.11 -1.54 4.68
H 1.03 -1.81 5.93
H -2.79 3.88 1.25
H -3.06 4.01 3.77
H -2.44 1.94 5.06
C -0.93 0.77 -4.85
C 0.48 0.29 -5.19
C 1.35 0.92 -4.08
O 0.47 1.69 -3.26
C -0.64 2.03 -4.06
H -1.43 0.05 -4.20
H -1.56 0.94 -5.73
H 0.79 0.65 -6.17
H 0.55 -0.80 -5.20
H 2.12 1.57 -4.51
H 1.82 0.18 -3.44
H -0.39 2.88 -4.72
H -1.45 2.34 -3.39
F -0.16 4.07 0.35
C -0.57 3.44 -0.80
F 0.25 3.91 -1.76
F -1.79 4.02 -1.07
F 2.32 -3.42 -2.84
C 1.62 -2.40 -2.27
C 2.30 -1.47 -1.51
C 1.56 -0.42 -0.95
C 0.19 -0.32 -1.15
C -0.46 -1.29 -1.90
C 0.26 -2.34 -2.48
H 3.37 -1.56 -1.37
H 2.08 0.31 -0.35
H -1.53 -1.28 -2.01
H -0.23 -3.11 -3.06
*
```

## Properties
total energy = -59405.551 eV
E_HOMO (alpha / beta) = -4.8 / -4.8 eV